{
  "formula": "C19H24N7O3S2W",
  "method": "ωB97M-V/def2-TZVPD",
  "elements": ["W", "N", "C", "C", "C", "C", "C", "C", "S", "O", "O", "N", "C", "N", "C", "C", "C", "N", "H", "H", "H", "H", "H", "H", "H", "H", "H", "O", "N", "C", "C", "C", "C", "C", "S", "H", "H", "H", "H", "N", "C", "C", "N", "C", "C", "H", "H", "H", "H", "H", "H", "H", "H", "H", "H", "H"],
  "xyz": [[-0.1620, 1.9566, 1.9801], [-4.7299, -2.3281, -5.2811], [-3.6024, -2.7170, -4.6623], [-3.7437, -3.6842, -3.6128], [-2.5776, -4.1389, -3.0045], [-1.3017, -3.6972, -3.3679], [-1.1850, -2.7296, -4.3629], [-2.2875, -2.2053, -5.0052], [0.3292, -4.4455, -2.7841], [0.9893, -5.3622, -3.7300], [-0.1311, -4.9981, -1.5012], [-0.8006, 0.5129, 1.0080], [-1.7953, 1.3042, 0.5422], [-1.8623, 2.5395, 1.1561], [-2.9486, 3.3343, 0.8153], [-3.7525, 2.9692, -0.2422], [-3.6436, 1.6596, -0.7555], [-2.6348, 0.8805, -0.3492], [-5.5208, -2.9521, -5.3808], [-4.7485, -1.6033, -5.9624], [-4.7445, -3.9652, -3.2426], [-2.7270, -4.9805, -2.3812], [-0.2125, -2.3790, -4.6204], [-2.2120, -1.3778, -5.7186], [-3.0522, 4.1679, 1.5035], [-4.4289, 3.7254, -0.7232], [-4.4360, 1.1996, -1.3224], [1.8923, 0.9167, 5.7601], [1.5995, -0.2174, 5.1960], [2.2655, -1.3842, 5.4055], [1.9190, -2.4737, 4.6700], [0.8932, -2.4599, 3.6653], [0.2196, -1.3022, 3.4922], [0.4676, -0.2317, 4.3719], [-0.1860, 1.4048, 4.2911], [3.0896, -1.3977, 6.1177], [2.6626, -3.2567, 4.6891], [0.6812, -3.4085, 3.1245], [-0.4982, -1.0918, 2.7414], [4.3233, 2.5995, 0.0217], [3.2800, 1.7049, -0.6725], [2.3122, 1.2767, 0.4214], [1.6655, 2.5492, 0.9822], [2.6337, 3.4879, 1.6059], [3.6770, 3.8424, 0.5934], [5.0610, 2.8565, -0.5711], [4.7697, 2.1220, 0.8266], [3.8099, 0.7968, -1.0545], [2.8667, 2.3400, -1.4904], [2.7992, 0.7738, 1.2532], [1.5387, 0.5658, 0.0408], [1.2059, 3.0452, 0.1910], [3.0876, 3.0406, 2.4777], [2.0760, 4.3374, 1.9986], [4.4934, 4.4364, 1.0834], [3.3168, 4.4416, -0.2267]],
  "atomic_forces_ev_per_a": [[0.19, -1.05, 3.72], [-1.27, 0.38, -0.56], [1.26, -0.61, 0.82], [1.20, 1.29, -0.55], [-0.23, -0.50, -0.53], [0.41, -0.07, -1.00], [-0.34, 0.09, 0.33], [-1.79, -0.28, 0.62], [-1.62, -1.42, -0.02], [-0.81, 1.43, 0.72], [0.73, 0.38, -0.19], [1.74, 0.92, 1.07], [-1.71, -0.26, -1.43], [-1.53, -0.40, -0.04], [1.14, -0.07, 0.36], [-0.40, 1.51, -0.46], [1.24, -0.08, 1.45], [-1.55, -0.64, -1.40], [0.33, 0.03, 0.40], [0.39, 0.30, -0.44], [0.73, -0.09, -0.45], [0.32, -0.51, 1.08], [0.62, 0.23, -0.32], [0.07, -0.54, 0.09], [-0.30, 0.33, -0.67], [0.27, -1.00, 1.02], [0.06, 0.01, -0.58], [-0.03, -1.34, -0.64], [-1.59, 1.23, 0.47], [0.02, 0.65, 0.21], [-0.17, -0.37, -1.80], [1.47, -1.92, 1.01], [-0.52, 1.51, 1.11], [2.08, -0.37, -0.56], [0.12, 0.95, -2.06], [-0.27, 0.39, -0.20], [-0.51, -0.64, 0.32], [0.21, 1.07, 0.17], [-0.77, -0.51, -0.52], [-1.79, -0.58, 1.83], [1.31, -0.47, 0.26], [-0.66, 0.58, -0.72], [-1.19, -0.84, -0.50], [-0.28, -0.22, 0.05], [1.72, 1.09, 0.44], [1.43, 0.51, -1.48], [-0.13, -0.15, -0.57], [-0.42, 0.89, -0.01], [0.08, -0.77, 0.54], [0.26, -0.02, 0.07], [0.54, 0.76, 0.14], [0.60, -0.23, 0.20], [0.05, -0.51, 0.30], [0.23, 0.31, -0.31], [-0.70, -0.47, -0.41], [-0.26, 0.11, -0.39]],
  "spin_multiplicity": 3,
  "de_lowest_kj_mol": 157.30,
  "gap_ev": [1.5643, 2.0791],
  "max_force_ev_per_a": 3.9,
  "total_energy_ha": -2209.58914,
  "charge": 3,
  "lumo_ev": [-11.8, -11.3],
  "e_homo_ev": [-13.371, -13.345]
}

{
  "formula": "C14H42Be2N2O20",
  "method": "ωB97M-V/def2-TZVPD",
  "elements": ["Be", "Be", "N", "O", "O", "O", "N", "O", "O", "O", "C", "C", "O", "O", "H", "H", "H", "H", "H", "H", "C", "C", "O", "O", "H", "H", "H", "H", "H", "H", "C", "C", "O", "O", "H", "H", "H", "H", "H", "H", "C", "C", "O", "O", "H", "H", "H", "H", "H", "H", "C", "C", "O", "O", "H", "H", "H", "H", "H", "H", "C", "C", "O", "O", "H", "H", "H", "H", "H", "H", "C", "C", "O", "O", "H", "H", "H", "H", "H", "H"],
  "xyz": [[-3.0785, -0.5159, 3.1764], [-2.2427, 2.4949, -1.7593], [-4.6556, 1.0831, 0.7962], [-4.2494, 1.7015, -0.1921], [-5.6540, 1.5257, 1.4525], [-4.1689, 0.0447, 1.0190], [-0.4562, 0.5867, 0.5716], [0.6390, 0.8092, 1.1609], [-0.6954, 0.9036, -0.5746], [-1.3113, 0.0771, 1.1946], [-1.4151, 2.0118, 4.0047], [-1.7905, 1.6932, 5.4461], [-2.0069, 0.2803, 5.4472], [-2.5915, 1.9159, 3.2776], [-0.6741, 1.3194, 3.6052], [-0.9108, 2.9632, 3.8357], [-2.7692, 2.1127, 5.6791], [-1.1761, 1.9135, 6.3191], [-1.9067, 0.1016, 6.3851], [-2.6282, 2.7765, 2.8539], [-1.8617, -3.2951, 1.5228], [-0.9152, -3.1356, 2.7578], [-1.0571, -2.1269, 3.6129], [-3.2814, -3.1745, 1.8943], [-1.6136, -4.2385, 1.0364], [-1.5577, -2.5747, 0.7633], [0.1510, -3.2192, 2.5472], [-0.9618, -3.9593, 3.4701], [-0.1713, -1.8096, 3.8033], [-3.5974, -3.8423, 2.5073], [1.8536, -2.7595, -1.9722], [1.7738, -1.6715, -3.0070], [1.7011, -0.5060, -2.2936], [0.7083, -2.7088, -1.1982], [2.7183, -2.7499, -1.3085], [1.8301, -3.7439, -2.4396], [0.8020, -1.6240, -3.4984], [2.6526, -1.6294, -3.6504], [0.9613, -0.5045, -1.6818], [0.0889, -3.2931, -1.6413], [2.5931, 2.7263, -0.9222], [3.9678, 3.4377, -0.9727], [3.9020, 4.7918, -1.1506], [2.0010, 3.0070, 0.3695], [2.7853, 1.6830, -1.1727], [2.0125, 3.1369, -1.7483], [4.5577, 3.0233, -1.7903], [4.5647, 3.1135, -0.1202], [4.7753, 5.1232, -1.3722], [1.4212, 2.2734, 0.5868], [3.6358, 0.0899, 2.6082], [4.7664, -0.5360, 3.5732], [4.5865, -1.8822, 3.7554], [2.4183, 0.5408, 3.2417], [3.3870, -0.5939, 1.7966], [4.1024, 0.9752, 2.1761], [4.7494, 0.0899, 4.4655], [5.7144, -0.4531, 3.0416], [4.9341, -2.0851, 4.6269], [1.7287, 0.6565, 2.5840], [-2.8742, -2.3058, -2.9911], [-2.4353, -1.1428, -2.0418], [-3.2181, 0.0308, -2.2732], [-2.1852, -2.1716, -4.2568], [-3.9470, -2.4780, -3.0779], [-2.3459, -3.1594, -2.5664], [-1.3885, -0.9087, -2.2357], [-2.5142, -1.5910, -1.0513], [-4.0772, -0.0220, -1.8481], [-2.7155, -1.7414, -4.9315], [-0.4544, 1.1627, -4.2848], [0.5373, 1.2798, -5.4141], [-0.1004, 1.2068, -6.7589], [-1.2516, 2.3714, -4.1707], [0.0421, 1.2175, -3.3161], [-1.0511, 0.2518, -4.3333], [1.2371, 0.4441, -5.4031], [1.2237, 2.1258, -5.3778], [0.0199, 0.3485, -7.1716], [-1.5867, 2.7306, -4.9955]],
  "atomic_forces_ev_per_a": [[1.28, 0.70, -1.15], [-0.25, -3.61, -0.34], [-5.74, 5.41, 1.60], [1.05, 2.54, -2.59], [2.69, -0.77, -1.35], [3.86, -6.83, 3.23], [2.05, 0.74, 3.15], [0.05, 0.48, -1.77], [0.20, 2.41, -4.63], [-3.59, -2.45, 2.50], [2.29, 0.20, 1.72], [-0.68, 0.27, -0.17], [-0.11, -0.70, -0.67], [-1.05, -0.82, -1.11], [0.00, -0.50, 0.29], [-0.39, 0.37, 0.43], [0.06, 0.63, -0.24], [0.75, 0.41, -0.67], [-0.45, -1.29, 0.13], [-1.16, -0.18, -0.60], [0.54, -0.07, 1.51], [0.95, -4.71, -1.32], [-2.19, 5.17, 1.62], [1.47, 1.86, -0.59], [-0.37, -0.36, 0.43], [-0.84, 0.58, 0.19], [-0.02, 0.11, -1.34], [-0.85, -1.27, -0.73], [-0.09, 0.86, 0.35], [0.37, -0.57, 0.11], [0.68, -1.90, -1.42], [-0.19, -0.54, 0.40], [1.05, 3.80, 1.31], [-1.84, 0.31, 1.38], [0.14, 0.54, -0.26], [0.60, -0.10, -0.34], [0.15, -1.45, -1.07], [-0.27, -0.07, -0.21], [-0.09, -0.44, 0.03], [-0.29, 0.01, 0.22], [0.82, 1.85, 0.49], [-1.92, -0.97, 0.22], [-0.88, -0.52, 0.09], [1.48, 0.26, -1.87], [-0.22, -0.40, 0.43], [-0.47, 0.09, 0.04], [0.48, -0.44, -0.62], [0.64, 0.28, 0.78], [0.81, 0.66, 0.07], [-0.46, -0.90, 0.35], [0.45, -0.14, 0.67], [-1.36, 1.78, -1.89], [-0.77, -1.07, 0.84], [1.03, -0.52, 0.67], [0.13, -0.23, 0.01], [0.25, 0.23, -0.18], [0.17, -0.22, 0.26], [0.10, 0.81, -0.11], [-0.04, -0.46, 0.11], [0.12, -0.25, -0.18], [2.24, 0.89, -0.56], [-0.86, -1.47, -0.87], [1.04, 1.34, -0.14], [-0.42, 0.13, 0.49], [0.06, 0.10, 0.07], [-0.55, -0.41, 0.17], [-0.20, 0.01, -0.07], [-0.24, 0.77, 0.47], [-0.19, -0.01, 0.30], [-0.35, -0.04, 0.03], [0.54, 0.59, 0.30], [0.14, -1.45, -2.40], [0.14, 1.14, 1.99], [-0.82, 0.38, 2.05], [0.52, -0.64, -0.14], [-0.25, 0.18, -0.24], [-0.12, -0.31, 0.61], [-0.63, 0.51, 0.02], [0.19, -0.17, 0.22], [-0.33, -0.11, -0.49]],
  "spin_multiplicity": 2,
  "gap_ev": [3.5800, 2.5430],
  "max_force_ev_per_a": 8.5,
  "total_energy_ha": -2200.63450,
  "charge": 3,
  "lumo_ev": [-12.7, -13.4],
  "e_homo_ev": [-16.245, -15.959]
}

{
  "formula": "C7H8",
  "method": "ωB97M-V/def2-TZVPD",
  "elements": ["C", "C", "C", "C", "C", "C", "C", "H", "H", "H", "H", "H", "H", "H", "H"],
  "xyz": [[-2.2881, 0.9290, 0.4096], [-1.2656, 0.1618, -0.0048], [-1.0644, -0.9193, -1.0655], [0.0083, -0.3707, -0.0090], [1.0671, -0.9684, 0.9691], [1.4008, 0.1163, 0.0560], [2.2715, 0.9145, -0.4269], [-2.2719, 1.6717, 1.1974], [-3.2640, 0.9779, 0.0247], [-1.7312, -1.7569, -0.6338], [-0.8547, -0.8847, -2.1120], [1.6161, -1.9056, 0.7552], [0.9457, -0.5573, 2.0556], [2.1412, 1.6413, -1.2032], [3.2891, 0.9504, -0.0123]],
  "atomic_forces_ev_per_a": [[1.91, 0.09, 0.71], [-3.56, 1.80, -1.17], [-0.19, -0.66, 3.79], [1.92, -2.12, -0.34], [-0.24, 1.34, 1.83], [-2.50, -1.30, -0.26], [2.85, 1.65, -0.27], [0.85, -0.25, 0.48], [-0.90, -0.65, -1.32], [1.66, 0.71, -1.22], [-0.23, 0.55, -0.39], [-0.91, 0.37, 0.42], [0.30, -1.40, -1.84], [-0.57, 0.10, -0.38], [-0.39, -0.23, -0.05]],
  "de_lowest_kj_mol": 509.26,
  "gap_ev": 10.1455,
  "max_force_ev_per_a": 4.2,
  "total_energy_ha": -271.33748,
  "charge": 0,
  "lumo_ev": 1.0,
  "e_homo_ev": -9.113
}

{
  "formula": "C7H10FNO",
  "method": "ωB97M-V/def2-TZVPD",
  "elements": ["F", "C", "C", "C", "C", "C", "N", "H", "H", "H", "H", "C", "C", "O", "H", "H", "H", "H", "H", "H"],
  "xyz": [[-1.3957, 2.2620, -0.9425], [-0.1790, 1.7047, -0.6433], [0.3369, 1.8437, 0.6402], [1.5414, 1.2029, 0.8603], [2.2883, 0.6285, -0.1401], [1.5841, 0.4811, -1.4202], [0.3711, 1.0941, -1.7221], [-0.2123, 2.2691, 1.5143], [1.9770, 1.2477, 1.8245], [3.3085, 0.2858, 0.0162], [2.0976, 0.1284, -2.2582], [-2.0138, -1.4010, -0.3420], [-1.1677, -1.4969, 0.9573], [0.1863, -1.7925, 0.6905], [-2.7718, -0.6467, -0.1749], [-1.3427, -0.9681, -1.1041], [-2.5553, -2.3853, -0.7848], [-1.4667, -2.2410, 1.6856], [-1.0839, -0.5496, 1.4888], [0.4978, -1.6669, -0.1454]],
  "atomic_forces_ev_per_a": [[0.99, -0.33, 0.56], [-0.64, 0.03, -1.83], [-0.87, -0.64, 0.30], [0.63, 0.61, -0.03], [-2.10, -0.66, -2.85], [-0.35, 2.91, 2.26], [1.60, -0.68, 3.16], [0.35, -0.19, -1.26], [0.25, 0.10, 0.93], [-0.39, -0.18, -0.14], [0.60, -0.93, -1.15], [-0.45, -1.31, -0.26], [0.47, -0.01, -0.98], [-0.11, -1.51, 3.81], [-0.45, 0.02, -0.10], [-0.38, -0.33, 0.04], [1.58, 2.17, 1.33], [-0.50, -0.21, -0.07], [-0.87, 0.37, -0.10], [0.64, 0.77, -3.63]],
  "de_lowest_kj_mol": 22.93,
  "gap_ev": 10.1009,
  "max_force_ev_per_a": 4.1,
  "total_energy_ha": -502.53978,
  "charge": 0,
  "lumo_ev": 0.4,
  "e_homo_ev": -9.652
}

{
  "formula": "C7H22ClI2N2OOsP2",
  "method": "ωB97M-V/def2-TZVPD",
  "elements": ["I", "I", "Os", "P", "C", "C", "H", "H", "H", "H", "H", "H", "C", "H", "H", "H", "P", "C", "C", "H", "H", "H", "C", "H", "H", "H", "H", "H", "H", "Cl", "N", "C", "N", "O", "H", "H", "H", "H"],
  "xyz": [[-0.7411, 0.9037, 1.8692], [-1.4941, 1.4707, -0.4747], [1.9547, -2.1278, -1.1129], [2.1013, 0.0388, -1.0652], [2.1582, 1.6457, -0.3037], [3.6085, -0.6536, -0.1655], [4.4496, -0.0390, -0.4852], [3.1715, 1.3540, -2.8607], [3.7872, -1.7240, -0.4668], [2.4718, -0.2189, -3.4257], [2.0696, 1.5475, 0.7814], [3.4764, -0.6006, 0.9208], [2.3314, 0.6574, -2.7918], [3.1490, 2.0550, -0.5809], [1.4142, 1.1957, -3.0735], [1.3450, 2.2645, -0.7009], [-0.1991, -2.1890, -0.8474], [-1.7219, -2.1500, 0.0684], [-0.9773, -2.5648, -2.4785], [1.5953, -3.8680, -0.2593], [-0.0961, -4.4727, -0.0495], [0.6243, -3.3858, 1.1926], [0.5639, -3.6223, 0.1243], [-0.1686, -2.7891, -3.1742], [-1.6929, -3.3870, -2.3978], [-2.1593, -3.1551, -0.0895], [-2.3612, -1.3600, -0.3433], [-1.5215, -1.6621, -2.7922], [-1.5152, -1.9702, 1.1271], [2.8626, -3.2224, -2.8301], [-4.3069, 4.6872, 2.6472], [-3.3501, 3.7945, 3.0385], [-3.0450, 3.5232, 4.3492], [-2.7432, 3.1846, 2.1589], [-4.8659, 5.2666, 3.2481], [-4.4202, 4.7307, 1.6364], [-2.3220, 2.8273, 4.4786], [-3.4332, 4.0151, 5.1285]],
  "atomic_forces_ev_per_a": [[0.79, -0.69, 1.78], [-0.69, 0.55, -1.81], [0.16, -0.40, -1.18], [2.63, 2.91, -0.99], [-1.10, 0.70, 1.28], [-0.21, 0.51, -0.40], [0.35, -0.50, -0.07], [-0.02, -0.20, 0.08], [1.19, 0.21, 0.54], [0.05, 0.37, -0.33], [0.09, 0.36, -0.14], [0.04, 0.03, -0.26], [0.03, -0.90, 0.12], [-0.52, -0.28, 0.09], [0.14, -0.26, 0.13], [0.39, 0.03, 0.19], [-2.95, -2.59, -0.42], [-0.54, 1.24, 1.18], [0.90, -0.05, 0.06], [-0.25, -1.12, 0.67], [0.43, -0.28, -0.14], [-0.04, -0.10, -0.27], [-0.41, 0.14, -0.32], [-0.39, -0.07, -0.31], [0.19, 0.00, 0.04], [0.25, 0.55, 0.06], [-0.05, -0.38, 0.26], [0.25, -0.13, 0.09], [-0.40, -0.11, -0.13], [0.04, 0.02, 0.02], [-0.17, -0.31, 0.46], [1.75, -2.24, -0.93], [-1.07, 0.73, -0.89], [-0.41, 1.14, 0.36], [-0.18, 0.65, 0.41], [-0.23, 0.12, -0.07], [0.00, -0.03, 0.19], [-0.06, 0.39, 0.65]],
  "spin_multiplicity": 5,
  "de_lowest_kj_mol": 104.54,
  "gap_ev": [7.4397, 3.5422],
  "max_force_ev_per_a": 4.0,
  "total_energy_ha": -2292.41108,
  "charge": 3,
  "lumo_ev": [-10.2, -14.1],
  "e_homo_ev": [-17.686, -17.685]
}